Entry from the OMol25 dataset: a structure of composition C12H22AsIrN4S4 (ωB97M-V/def2-TZVPD).

## Properties
HOMO-LUMO gap ... 4.567 eV
LUMO level ... -0.39 eV
Total charge ... 0
E_tot ... -125782.246 eV
Multiplicity ... 1

```
44
Properties=species:S:1:pos:R:3:mulliken_charge:R:1
Ir 0.84405 -0.73410 -0.32451 0.7088
C 0.79127 -2.03585 2.44240 -0.6835
C 1.87763 -2.67546 1.58153 -0.8609
N 2.43017 -1.70751 0.62034 -0.4232
C 3.37011 -0.68366 1.12403 -0.7527
C 2.65033 0.49090 1.78154 -0.6934
N 1.50273 0.93566 0.96068 -0.4838
C 0.30506 1.33155 1.72228 -0.7318
C -0.46543 0.11665 2.30097 -0.7642
N -0.10935 -1.15972 1.64566 -0.5979
H 1.22725 -1.44014 3.24198 0.3154
H 0.21302 -2.82518 2.92634 0.4767
H 1.43958 -3.47111 0.97851 0.4188
H 2.65913 -3.10289 2.21700 0.3889
H 2.88402 -2.19701 -0.15315 0.5099
H 3.90587 -0.32485 0.24391 0.3883
H 4.09793 -1.12031 1.81468 0.3865
H 3.36143 1.30565 1.93200 0.4964
H 2.27411 0.22383 2.76800 0.2710
H 1.77023 1.69716 0.34665 0.3886
H -0.34075 1.85644 1.01975 0.3045
H 0.55861 2.02732 2.52843 0.4567
H -1.52944 0.29647 2.15598 0.4578
H -0.30112 0.03496 3.37754 0.4405
H -0.93784 -1.68079 1.38309 0.4286
S 2.22212 -0.53231 -2.19618 -0.4838
As 1.00935 -2.07740 -3.36861 0.2016
S 0.12842 -2.67008 -1.37907 -0.4024
S -0.55902 -0.69245 -4.21443 -0.2413
S -2.37244 -1.59523 -3.88973 -0.5366
C -4.03262 2.77194 -2.36578 -1.5156
C -2.88988 1.91318 -1.91801 0.9359
C -3.09054 0.69887 -1.28789 -0.8970
C -2.00516 -0.09423 -0.96330 -0.2019
N -0.74155 0.29901 -1.15174 0.8581
C -0.53655 1.45634 -1.80428 -0.3462
C -1.57032 2.27710 -2.18764 -0.7557
H -4.98878 2.35085 -2.06099 0.3606
H -4.02745 2.85077 -3.45401 0.3419
H -3.94909 3.78120 -1.95936 0.3508
H -4.08764 0.31624 -1.12054 0.3160
H -2.13723 -1.08654 -0.55340 0.3319
H 0.49480 1.68760 -2.03260 0.4141
H -1.34496 3.18710 -2.72808 0.4236
```

=====

Entry from the OMol25 dataset: a structure of composition C5H9MgO4Tl at a distorted geometry (ωB97M-V/def2-TZVPD).

## Properties
HOMO-LUMO gap ... 5.306 eV
LUMO level ... -1.40 eV
Total charge ... 0
E_tot ... -23654.418 eV
Multiplicity ... 1

```
20
Properties=species:S:1:pos:R:3:mulliken_charge:R:1
O -1.56308 0.56251 -2.73473 -0.7267
C -1.49591 1.60161 -1.98091 -0.1511
C -1.01666 1.71447 -0.68294 -0.0746
O -0.62432 0.46417 -0.13196 -0.3973
C 0.47582 0.42876 0.73636 -0.3364
C 0.71984 -1.00621 1.13827 -0.6440
O 0.96307 -1.77090 -0.03162 -0.2372
C 1.33381 -3.10951 0.23033 -0.7611
Tl -0.52499 -1.13546 -1.71570 0.4662
H -1.93791 2.54220 -2.38078 0.2900
H 0.29616 1.03422 1.64460 0.3881
H 1.38176 0.82294 0.24038 0.2994
H -0.15676 -1.41344 1.67121 0.3189
H 1.59062 -1.05426 1.81329 0.4305
H 1.46339 -3.61143 -0.73602 0.2553
H 2.28460 -3.14947 0.78496 0.2922
H 0.55038 -3.62626 0.80821 0.3221
Mg -0.01911 3.56283 -0.21384 0.7616
O -1.50794 4.03149 0.83222 -0.8444
H -2.21275 3.11174 0.70871 0.3485
```

=====

Entry from the OMol25 dataset: a structure of composition C18H22N4P2PtS (ωB97M-V/def2-TZVPD).

## Properties
HOMO-LUMO gap ... 7.163 eV
LUMO level ... -7.40 eV
Total charge ... +2
E_tot ... -57632.207 eV
Multiplicity ... 1

```
48
Properties=species:S:1:pos:R:3:mulliken_charge:R:1
Pt -0.35278 0.98246 -0.43642 0.6659
C -1.56002 0.65035 2.74015 -1.2435
P -0.19093 1.24337 1.73996 0.5134
C 1.27872 0.35722 2.28860 -1.3577
C 0.07823 2.99883 2.15772 -0.8536
C 0.98617 3.60944 1.08232 -0.9053
P 0.27559 3.13503 -0.53168 0.8786
C 1.47979 3.57678 -1.79934 -1.1824
C -1.12250 4.24998 -0.78853 -1.3270
H -1.33244 0.85792 3.78784 0.4540
H -1.69602 -0.42410 2.61288 0.3704
H -2.47933 1.16187 2.45777 0.3862
H 1.40930 0.55137 3.35522 0.4699
H 2.15790 0.70002 1.74507 0.3427
H 1.16739 -0.71616 2.13204 0.3932
H 0.49922 3.08897 3.16085 0.5387
H -0.90223 3.48018 2.17157 0.3803
H 2.00140 3.20835 1.13319 0.3911
H 1.06073 4.69331 1.18130 0.5452
H 1.82132 4.59710 -1.61842 0.4382
H 1.02676 3.53157 -2.79021 0.4139
H 2.33332 2.90069 -1.77341 0.3340
H -0.75937 5.27798 -0.73853 0.4358
H -1.88561 4.09170 -0.02848 0.3818
H -1.57250 4.08438 -1.76745 0.4156
S -0.09561 -6.68203 -1.03145 0.2381
N 1.11131 -5.63023 -1.18279 -0.6312
C 0.57318 -4.42755 -1.06919 0.7208
C 1.29077 -3.17031 -1.15876 0.6109
C 2.66452 -3.08138 -1.40208 -0.5130
C 3.24395 -1.83615 -1.49624 -0.8667
C 2.43875 -0.70819 -1.35055 -0.1171
N 1.13563 -0.77617 -1.11028 -0.2896
C 0.56273 -1.98995 -1.00884 -0.1984
C -0.88473 -2.02132 -0.74423 0.1813
N -1.52115 -0.83787 -0.57180 -0.7639
C -2.84453 -0.82820 -0.40414 -0.2117
C -3.60479 -1.99039 -0.38231 -0.8330
C -2.96675 -3.20401 -0.51346 -0.4931
C -1.58197 -3.22742 -0.70174 0.3222
C -0.82364 -4.45388 -0.85959 0.7506
N -1.33020 -5.67467 -0.81747 -0.6298
H 3.24361 -3.98910 -1.51558 0.5561
H 4.29989 -1.72190 -1.69604 0.4612
H 2.86092 0.28441 -1.44428 0.3047
H -3.30649 0.14219 -0.28220 0.4961
H -4.67523 -1.92571 -0.25006 0.4638
H -3.51229 -4.13883 -0.48088 0.5622
```

=====

Entry from the OMol25 dataset: the ion C7H10N3 with charge +1 at a distorted geometry (ωB97M-V/def2-TZVPD).

## Properties
HOMO-LUMO gap (spin up / spin down) ... 6.931 / 8.161 eV
LUMO level (spin up / spin down) ... -5.99 / -4.48 eV
Total charge ... +1
E_tot ... -11878.100 eV
Multiplicity ... 1

```
20
Properties=species:S:1:pos:R:3:mulliken_charge:R:1
C -3.45019 -0.03764 -0.07787 -0.5509
C -2.85482 1.27745 0.00801 -0.2736
C -2.47973 -1.01262 -0.04040 -0.4176
C -1.52799 0.95155 -0.07634 0.1637
C -0.04495 -1.09552 -0.28588 0.2497
C 2.17051 1.72334 -0.07616 -0.7356
C 2.26122 -1.18317 0.25856 -0.8859
N -1.19403 -0.39521 -0.16680 0.0899
N 1.13234 0.85727 -0.43078 -0.5648
N 1.09199 -0.39163 -0.15147 0.6007
H -4.48872 -0.23682 0.22475 0.3789
H -3.25288 2.33495 -0.04506 0.3562
H -2.63166 -2.03912 -0.16222 0.3553
H -0.18266 -2.11506 -0.23119 0.2766
H 2.33261 1.62392 1.02543 0.3456
H 3.16404 1.39888 -0.49501 0.2887
H 1.96547 2.69681 -0.48800 0.3159
H 3.21913 -1.01122 -0.26787 0.3263
H 2.08712 -2.23740 0.15319 0.3204
H 2.68320 -1.10877 1.32513 0.3606
```

=====

Entry from the OMol25 dataset: a structure of composition C33H29Cl3IIrN3OSSbSi at a distorted geometry (ωB97M-V/def2-TZVPD).

## Properties
HOMO-LUMO gap (spin up / spin down) ... 5.595 / 6.437 eV
LUMO level (spin up / spin down) ... -4.39 / -4.43 eV
Total charge ... +1
Expectation value of S² ... 0.757
E_tot ... -114963.599 eV
Multiplicity ... 2

```
74
Properties=species:S:1:pos:R:3:mulliken_spin:R:1
Ir -0.28448 1.23599 -1.13128 0.0564
C -3.78070 0.97855 -3.75339 0.0007
C -2.43501 1.08739 -3.13064 -0.0059
N -2.21552 1.53207 -1.94757 -0.0078
N -3.20372 1.96651 -1.12256 0.0471
C -2.70982 2.10458 0.08709 -0.1164
O -1.48720 1.79517 0.43815 0.0131
C -3.63732 2.59150 1.12997 0.0233
C -4.99788 2.73101 0.85970 0.0270
C -5.86507 3.10181 1.87254 -0.0031
C -5.38146 3.34082 3.15371 -0.0014
C -4.02249 3.24367 3.41450 0.0021
C -3.15074 2.86681 2.40408 -0.0050
C -1.20217 0.63979 -3.81478 0.0005
C -1.16637 0.31693 -5.15381 -0.0023
C 0.00933 -0.17687 -5.70774 0.0007
C 1.11854 -0.33454 -4.90351 -0.0007
C 1.03171 0.03810 -3.57010 0.0021
N -0.09836 0.51217 -3.04054 -0.0015
H -4.53983 1.13469 -2.99313 0.0001
H -3.91351 -0.00141 -4.21223 0.0001
H -3.90958 1.73992 -4.52683 0.0000
H -5.36009 2.55287 -0.14232 0.0063
H -6.92285 3.19601 1.66592 0.0006
H -6.06641 3.60860 3.94774 -0.0002
H -3.64321 3.45071 4.40639 0.0002
H -2.08701 2.79124 2.58646 -0.0011
H -2.05107 0.45681 -5.75836 0.0000
H 0.05016 -0.43997 -6.75625 -0.0001
H 2.04380 -0.74010 -5.28663 0.0000
H 1.87605 -0.05206 -2.90124 -0.0002
Cl 2.42678 2.96476 -2.77574 0.0001
Si 1.80609 2.11369 -1.02141 0.0091
Cl 2.19620 3.38306 0.52779 0.0012
Cl 3.32121 0.64318 -0.77973 0.0002
I -3.16554 5.58704 -0.88532 0.1128
C -1.44991 4.54246 -1.09312 0.8203
H -0.72099 4.64413 -0.30260 0.0060
H -1.15268 4.25825 -2.09286 0.0133
S -0.15551 -0.92007 -0.33235 0.0044
Sb 1.71835 -1.62500 0.88167 -0.0022
C 3.04330 -2.57939 -0.42888 -0.0009
C 2.49145 -3.10898 -1.59018 -0.0001
C 3.32877 -3.67504 -2.54318 0.0000
C 4.70130 -3.69864 -2.33949 0.0002
C 5.24414 -3.17802 -1.17246 0.0000
C 4.41740 -2.61920 -0.20909 0.0002
C 2.35885 -0.24539 2.29437 -0.0003
C 1.34584 0.42661 2.97240 0.0004
C 1.68976 1.34657 3.95348 0.0004
C 3.02515 1.58100 4.24855 -0.0001
C 4.02775 0.90613 3.56333 0.0000
C 3.70061 -0.01149 2.57681 -0.0004
C 0.74326 -3.11376 1.98972 0.0001
C 0.74326 -3.07656 3.38017 -0.0002
C 0.01464 -4.02303 4.08964 0.0002
C -0.70674 -4.99525 3.41346 -0.0004
C -0.70047 -5.03462 2.02453 0.0000
C 0.02363 -4.09451 1.30827 0.0007
H 1.42153 -3.07466 -1.75913 0.0003
H 2.90564 -4.09026 -3.44899 0.0000
H 5.35214 -4.12351 -3.09217 0.0000
H 6.31407 -3.19883 -1.01356 0.0000
H 4.85173 -2.22738 0.70081 0.0000
H 0.30260 0.24567 2.73642 -0.0001
H 0.91208 1.88113 4.48252 0.0000
H 3.28882 2.29869 5.01403 0.0000
H 5.06738 1.09747 3.79294 0.0001
H 4.48751 -0.51974 2.03721 0.0001
H 1.30477 -2.31930 3.91337 -0.0001
H 0.00749 -3.99445 5.17127 0.0000
H -1.28108 -5.72396 3.96999 0.0000
H -1.26629 -5.79280 1.49952 0.0000
H 0.01798 -4.12473 0.22465 0.0002
```

=====

Entry from the OMol25 dataset: the molecule C4H6Br4 at a distorted geometry (ωB97M-V/def2-TZVPD).

## Properties
HOMO-LUMO gap ... 9.630 eV
LUMO level ... -0.27 eV
Total charge ... 0
SMILES ... CC(Br)(Br)[C@H](Br)CBr
E_tot ... -284414.258 eV
Multiplicity ... 1

```
14
Properties=species:S:1:pos:R:3:mulliken_charge:R:1
C -1.28452 0.62445 0.67103 -1.2136
C -0.45718 -0.10584 -0.33000 -0.0511
Br -1.25600 -2.01383 -0.43619 -0.0879
Br -0.78928 0.77863 -2.14001 -0.0217
C 1.01507 -0.19088 0.03006 -0.4256
Br 1.82356 1.65289 -0.19484 -0.0195
C 1.74832 -1.14331 -0.87797 -0.3581
Br 3.63557 -1.11758 -0.35042 -0.1465
H -2.41821 0.66174 0.79180 0.3751
H -1.15297 0.31569 1.72115 0.4062
H -1.08486 1.67500 0.77613 0.4187
H 0.95769 -0.35991 1.18331 0.3962
H 1.11867 -2.10470 -0.76810 0.3533
H 1.75275 -0.75072 -1.93758 0.3746
```

=====

- What is the formula in the fifth record?
  C33H29Cl3IIrN3OSSbSi

=====

- multiplicity of number 5 (C33H29Cl3IIrN3OSSbSi)?
  2

=====

- Number 1 is which compound?
  C12H22AsIrN4S4